This record from the OMol25 dataset describes one molecule with the formula C26H24O5S. The level of theory is wB97M-V/def2-TZVPD.

Values from the calculation:
Maximum force in eV Å⁻¹: 0.8
HOMO energy in eV: -8.30
LUMO in eV: -0.4460
Spin multiplicity: 1
Electronic energy in hartree: -1779.55205
Orbital gap in eV: 7.9

Positions of all 56 atoms, in Å:
C 2.39 -7.09 0.21
O 1.93 -6.53 -1.00
C 1.40 -5.28 -0.98
C 1.36 -4.46 0.15
C 0.76 -3.22 0.09
C 0.21 -2.75 -1.09
C -0.63 -1.54 -1.10
O -1.73 -1.54 -1.66
C -0.12 -0.38 -0.38
C -0.86 0.74 -0.26
C -0.50 1.97 0.40
C -1.42 3.02 0.42
C -1.13 4.22 1.04
C 0.10 4.41 1.66
O 0.49 5.53 2.30
C -0.39 6.64 2.36
C 0.29 7.76 3.10
C 1.63 8.02 2.89
C 2.25 9.06 3.56
C 1.53 9.86 4.43
C 0.19 9.61 4.64
C -0.43 8.56 3.98
C 1.03 3.36 1.64
C 0.74 2.17 1.02
C 0.31 -3.54 -2.23
C 0.88 -4.80 -2.19
C 0.87 -5.69 -3.40
S -0.77 -5.76 -4.22
C -1.87 -6.16 -2.81
C -2.12 -4.93 -1.95
O -1.96 -4.93 -0.76
O -2.54 -3.91 -2.66
H 2.71 -8.10 -0.04
H 3.24 -6.54 0.61
H 1.59 -7.14 0.96
H 1.76 -4.81 1.09
H 0.68 -2.64 1.00
H 0.88 -0.46 0.03
H -1.84 0.72 -0.71
H -2.38 2.89 -0.06
H -1.88 5.01 1.03
H -0.65 6.97 1.35
H -1.32 6.35 2.88
H 2.19 7.40 2.21
H 3.30 9.26 3.39
H 2.01 10.68 4.94
H -0.38 10.23 5.32
H -1.48 8.36 4.15
H 1.98 3.52 2.13
H 1.48 1.39 1.03
H -0.11 -3.18 -3.17
H 1.16 -6.70 -3.13
H 1.53 -5.32 -4.18
H -1.43 -6.96 -2.22
H -2.80 -6.48 -3.27
H -2.46 -3.04 -2.19

=====

This record from the OMol25 dataset describes C26H25AuF6N9O5S2 as an isolated structure. The level of theory is wB97M-V/def2-TZVPD.

Values from the calculation:
Maximum force in eV Å⁻¹: 3.8
HOMO energy (spin up / spin down) in eV: -10.82 / -10.85
LUMO (spin up / spin down) in eV: -2.2297 / -5.1368
Expectation value of S²: 2.053
Total charge: +1
Energy relative to the best compared isomer or geometry (same formula, charge and spin) in kJ/mol: 67.9
Spin multiplicity: 3
Electronic energy in hartree: -3405.71460
Orbital gap (spin up / spin down) in eV: 8.6 / 5.7

Positions of all 74 atoms, in Å:
Au 10.14 9.40 11.46
C 6.71 15.07 12.38
C 7.34 14.02 11.52
C 8.34 14.39 10.59
C 9.07 13.31 9.94
C 8.82 11.95 10.21
N 9.75 10.98 9.94
C 10.43 10.84 8.75
C 9.82 11.11 7.51
C 10.53 11.10 6.35
C 11.87 10.66 6.28
C 12.65 10.71 5.00
C 12.45 10.35 7.50
C 11.75 10.39 8.69
N 12.58 10.45 9.87
C 13.67 11.21 10.05
C 14.07 11.09 11.38
C 13.03 10.34 11.95
N 12.15 9.97 11.06
C 7.71 11.61 11.04
C 7.02 12.61 11.65
N 7.27 10.27 11.18
C 5.91 9.89 11.10
C 5.88 8.54 11.22
C 7.17 8.18 11.54
N 7.99 9.24 11.54
H 7.19 15.10 13.35
H 5.69 14.77 12.55
H 6.72 15.99 11.86
H 8.78 15.31 10.28
H 10.00 13.56 9.38
H 8.81 11.50 7.55
H 10.15 11.47 5.43
H 13.46 9.98 4.98
H 13.11 11.67 4.97
H 12.00 10.44 4.16
H 13.48 9.98 7.58
H 14.18 11.65 9.26
H 14.93 11.40 11.90
H 12.83 10.08 12.96
H 6.35 12.32 12.45
H 5.24 10.67 10.81
H 5.08 7.83 11.08
H 8.53 6.90 12.05
F 12.39 7.54 9.45
C 11.71 6.53 8.89
F 12.37 5.36 9.10
F 11.63 6.72 7.62
S 9.98 6.40 9.55
O 10.37 6.57 10.96
O 9.39 5.18 9.10
N 9.22 7.65 9.00
S 7.79 7.52 8.24
O 7.57 6.94 11.85
O 7.31 8.94 8.08
C 8.52 7.27 6.48
F 9.20 8.37 6.10
F 7.50 7.12 5.56
F 9.35 6.30 6.33
C 10.59 4.92 16.37
N 10.39 6.19 15.70
C 11.46 7.05 15.23
C 10.86 7.74 14.08
O 11.37 8.72 13.55
N 9.64 7.22 13.78
C 9.51 6.24 14.68
N 8.53 5.38 14.59
H 9.69 4.56 16.98
H 11.45 4.96 17.05
H 10.89 4.12 15.62
H 12.24 6.35 14.85
H 11.84 7.64 16.00
H 7.93 5.44 13.75
H 8.42 4.58 15.19

=====

This record from the OMol25 dataset describes C26H25Cl2F6KN3O8S2Te as an isolated structure. The level of theory is wB97M-V/def2-TZVPD.

Values from the calculation:
Maximum force in eV Å⁻¹: 0.6
HOMO energy in eV: -4.75
LUMO in eV: 2.0287
Total charge: -1
Energy relative to the best compared isomer or geometry (same formula, charge and spin) in kJ/mol: 31.9
Spin multiplicity: 1
Electronic energy in hartree: -4956.02405
Orbital gap in eV: 6.8

Positions of all 74 atoms, in Å:
K 1.03 0.01 0.63
C -3.53 -3.40 5.27
O -3.39 -3.15 3.89
C -2.85 -1.94 3.54
C -2.76 -0.86 4.43
C -2.20 0.30 3.96
C -1.69 0.48 2.65
C -1.04 1.74 2.34
C -1.04 2.85 3.39
O -0.47 2.00 1.28
C -1.80 -0.65 1.73
O -1.38 -0.64 0.53
C -2.41 -1.83 2.25
H -3.76 -4.46 5.37
H -4.35 -2.83 5.71
H -2.61 -3.18 5.81
H -3.12 -0.92 5.44
H -2.13 1.13 4.65
H -2.04 3.06 3.77
H -0.63 3.74 2.92
H -0.40 2.57 4.23
H -2.47 -2.68 1.58
C -1.59 2.68 -3.89
Te -1.70 1.92 -1.88
C 0.39 2.38 -1.84
C 0.62 3.37 -2.95
C 1.79 4.13 -3.01
C 2.00 5.03 -4.04
C 1.05 5.18 -5.04
C -0.11 4.42 -4.99
C -0.34 3.52 -3.95
H -2.48 3.27 -4.12
H -1.53 1.85 -4.60
H 1.00 1.50 -2.03
H 0.71 2.79 -0.88
H 2.53 4.02 -2.22
H 2.91 5.62 -4.06
H 1.21 5.88 -5.84
H -0.86 4.54 -5.77
Cl 4.08 1.38 -1.53
C 3.75 0.11 -2.71
Cl 3.02 -1.33 -1.99
H 4.69 -0.19 -3.17
H 3.05 0.49 -3.45
F 5.59 -1.66 2.76
C 5.64 -0.34 2.65
F 6.47 -0.04 1.64
F 6.16 0.17 3.77
S 3.97 0.38 2.32
O 4.24 1.77 2.12
O 3.47 -0.41 1.23
N 3.18 0.14 3.65
S 2.22 -1.11 3.81
O 1.08 -1.07 2.95
O 2.90 -2.36 3.99
C 1.53 -0.68 5.46
F 0.91 0.50 5.45
F 0.65 -1.62 5.81
F 2.49 -0.64 6.40
N -4.01 -4.52 -3.01
C -3.14 -4.40 -4.06
O -3.24 -5.09 -5.05
C -2.06 -3.38 -3.89
C -1.47 -2.84 -5.03
C -0.49 -1.88 -4.88
N -0.07 -1.42 -3.70
C -0.63 -1.96 -2.62
C -1.62 -2.93 -2.66
H -4.78 -5.15 -3.11
H -4.03 -3.84 -2.27
H -1.78 -3.18 -6.01
H -0.02 -1.44 -5.75
H -0.31 -1.59 -1.65
H -2.01 -3.31 -1.72

=====

This record from the OMol25 dataset describes one molecule with the formula C26H25ClN2O7S. The level of theory is wB97M-V/def2-TZVPD.

Values from the calculation:
Maximum force in eV Å⁻¹: 1.3
HOMO energy in eV: -7.91
LUMO in eV: 0.3652
Spin multiplicity: 1
Electronic energy in hartree: -2500.39661
Orbital gap in eV: 8.3

Positions of all 62 atoms, in Å:
C -0.85 -3.32 -1.61
O -0.31 -2.81 -0.41
C -0.99 -1.81 0.24
C -2.15 -1.22 -0.21
C -2.73 -0.23 0.57
C -2.16 0.14 1.80
C -0.99 -0.44 2.27
C -0.40 -1.40 1.47
N 0.82 -2.01 1.77
C 1.78 -1.60 2.64
O 1.63 -0.88 3.59
C 3.15 -2.19 2.24
O 3.22 -2.32 0.82
C 3.15 -1.17 0.14
O 3.28 -0.09 0.66
C 2.85 -1.37 -1.33
N 2.66 -0.09 -1.98
S 1.19 0.36 -2.58
O 1.45 1.26 -3.66
O 0.46 -0.85 -2.86
C 0.26 1.29 -1.35
C -0.96 1.76 -1.79
C -1.73 2.56 -0.96
C -1.27 2.88 0.31
C -0.04 2.39 0.74
Cl 0.52 2.76 2.32
C 0.74 1.59 -0.09
C 3.95 -2.21 -2.03
C 3.51 -2.53 -3.45
C 5.28 -1.47 -2.02
O -2.87 1.12 2.42
C -3.91 1.40 1.59
C -4.90 2.35 1.81
C -5.87 2.49 0.83
C -5.85 1.71 -0.33
C -4.87 0.76 -0.54
C -3.89 0.60 0.43
H -1.88 -3.67 -1.46
H -0.81 -2.57 -2.40
H -0.22 -4.17 -1.88
H -2.59 -1.49 -1.16
H -0.53 -0.14 3.19
H 1.09 -2.69 1.07
H 3.28 -3.20 2.64
H 3.94 -1.53 2.61
H 1.90 -1.90 -1.42
H 3.24 0.66 -1.64
H -1.29 1.50 -2.79
H -2.68 2.94 -1.29
H -1.85 3.51 0.96
H 1.69 1.23 0.26
H 4.05 -3.14 -1.46
H 2.59 -3.11 -3.45
H 4.28 -3.10 -3.97
H 3.33 -1.61 -4.00
H 5.58 -1.20 -1.01
H 5.21 -0.56 -2.61
H 6.06 -2.10 -2.45
H -4.90 2.95 2.70
H -6.65 3.22 0.96
H -6.63 1.85 -1.06
H -4.87 0.16 -1.43